A | One molecule with the formula C5H5NO2S. Source: the OMol25 dataset; level of theory: ωB97M-V/def2-TZVPD.

Calculated values
Gap between HOMO and LUMO   9.72 eV
E_HOMO   -0.34606 Ha
Charge   0

Structure (XYZ):
```
14
Properties=species:S:1:pos:R:3:mulliken_charge:R:1
C 1.36873 0.13165 -0.19410 0.67
C -0.12589 0.02564 -0.13268 0.12
C -0.97193 1.06150 0.05332 -0.50
C -2.35183 0.68659 0.06943 -0.41
C -2.50698 -0.65140 -0.06494 -0.37
H 3.50943 0.19432 -0.01449 0.37
H 1.81864 -1.62321 0.83178 0.25
H -0.67314 2.08259 0.18438 0.43
H -3.17497 1.37902 0.23016 0.38
H -3.42078 -1.20468 -0.20976 0.42
N 2.10806 -0.98952 0.11250 -0.13
O 3.46186 -0.78624 0.00744 -0.41
O 1.96227 1.16976 -0.53564 -0.70
S -1.00348 -1.47602 -0.33740 -0.11
```


B | One molecule with the formula C5H5NO2S. Source: the OMol25 dataset; level of theory: ωB97M-V/def2-TZVPD.

Calculated values
Gap between HOMO and LUMO   9.30 eV
E_HOMO   -0.34385 Ha
Charge   0

Structure (XYZ):
```
14
Properties=species:S:1:pos:R:3:mulliken_charge:R:1
C 1.40128 -0.23330 -0.77660 -0.32
C 0.89517 1.06053 -0.48213 0.06
C 0.94574 -1.39528 -0.19825 -0.24
C -0.37424 1.32114 0.01483 -0.62
C -0.65333 -0.52849 1.25120 -0.26
N 0.20688 -1.38439 0.88484 -0.39
O -2.98404 0.52722 0.53363 -0.63
O -1.60534 -0.58780 -1.28330 -0.57
S -1.70001 0.19289 -0.02664 0.97
H 2.37908 -0.40525 -1.30956 0.27
H 1.46503 1.89739 -0.63199 0.47
H 1.41142 -2.38823 -0.44918 0.33
H -0.45103 2.38829 0.24643 0.39
H -0.93661 -0.46471 2.22671 0.53
```


Name the most stable of them. A.


A | One molecule with the formula C9H11NO2. Source: the OMol25 dataset; level of theory: ωB97M-V/def2-TZVPD.

Calculated values
Gap between HOMO and LUMO   10.04 eV
E_HOMO   -0.34141 Ha
Charge   0

Structure (XYZ):
```
23
Properties=species:S:1:pos:R:3:mulliken_charge:R:1
C -1.50894 0.07343 -0.53612 -0.02
C -2.97661 -0.14470 -0.31083 0.56
C -0.98252 -0.36843 0.86725 -0.91
C 0.65329 -0.21371 0.55917 0.45
C 1.32306 0.95143 0.68193 -0.51
C 1.27297 -1.23669 -0.05837 -0.30
C 2.60008 1.04541 0.10544 -0.45
C 2.56351 -1.24853 -0.51074 -0.70
C 3.24475 -0.12603 -0.35142 -0.59
H -0.21877 1.85660 -0.65929 0.37
H -1.82621 2.03239 -0.29080 0.31
H -1.12799 -0.56055 -1.28189 0.39
H -1.14627 -1.49317 1.05557 0.30
H -1.17505 0.27033 1.66532 0.42
H 0.86498 1.81294 1.11235 0.66
H 0.74926 -2.19938 0.09879 0.24
H 3.11054 2.05635 0.19978 0.28
H 3.02556 -2.07008 -0.91776 0.48
H 4.13793 -0.12410 -0.82393 0.42
H -4.28335 -1.18816 0.31705 0.35
N -1.20007 1.48505 -0.87494 -0.67
O -3.72074 0.75981 0.03275 -0.64
O -3.37941 -1.37019 -0.07929 -0.45
```


B | One molecule with the formula C9H11NO2. Source: the OMol25 dataset; level of theory: ωB97M-V/def2-TZVPD.

Calculated values
Gap between HOMO and LUMO   8.34 eV
E_HOMO   -0.29762 Ha
Charge   0

Structure (XYZ):
```
23
Properties=species:S:1:pos:R:3:mulliken_charge:R:1
C 2.61273 -0.32256 -0.35621 0.20
C 2.01226 1.07497 -0.62513 -0.71
C 0.56599 0.92612 -0.11395 0.06
C -0.35462 1.94850 0.02636 -0.75
C -1.72993 1.63813 0.25063 -0.83
C -2.02013 0.29157 0.17877 0.98
C -1.12144 -0.74638 -0.01103 0.09
C 0.24294 -0.35984 -0.18645 0.67
C 1.36229 -1.28568 -0.37797 -1.12
H 2.44606 -0.05904 1.74111 0.28
H 3.93286 0.18476 1.12809 0.28
H 3.29840 -0.54566 -1.16197 0.39
H 2.45474 1.94018 0.03678 0.30
H 2.09951 1.38924 -1.67832 0.30
H -0.20245 3.06324 0.00625 0.30
H -2.67097 2.17220 0.50268 0.32
H -4.21063 0.37403 -0.46644 0.37
H -2.37843 -2.06369 0.29763 0.31
H 1.36527 -2.09562 0.42747 0.33
H 1.05453 -2.09409 -1.22861 0.29
N 3.11256 -0.41819 1.03738 -0.77
O -3.33480 -0.23984 0.06561 -0.72
O -1.46487 -2.05105 -0.01265 -0.56
```


Name the most stable of them. A.


A | One molecule with the formula ClH2NO2Si. Source: the OMol25 dataset; level of theory: ωB97M-V/def2-TZVPD.

Calculated values
Gap between HOMO and LUMO   10.84 eV
E_HOMO   -0.40764 Ha
Charge   0

Structure (XYZ):
```
7
Properties=species:S:1:pos:R:3:mulliken_charge:R:1
N 0.74445 -1.48517 1.26287 0.93
O 1.89781 -1.53868 1.60590 -0.54
O -0.02606 -2.41288 1.23992 -0.56
Si 0.20868 0.14014 0.78942 0.35
Cl 1.18927 1.48378 1.81338 -0.12
H 0.08194 -0.13278 -0.94517 -0.01
H -1.05207 0.34862 1.54692 -0.04
```


B | One molecule with the formula ClH2NO2Si. Source: the OMol25 dataset; level of theory: ωB97M-V/def2-TZVPD.

Calculated values
Gap between HOMO and LUMO   10.43 eV
E_HOMO   -0.39124 Ha
Charge   0

Structure (XYZ):
```
7
Properties=species:S:1:pos:R:3:mulliken_charge:R:1
N 1.04776 -0.50959 0.02589 0.77
O 1.46684 -0.69210 -1.13258 -0.52
O 1.59227 -0.81072 1.02439 -0.53
Si -0.80404 0.16309 0.11927 0.56
Cl -0.42949 2.12550 -0.34757 -0.20
H -1.53090 -0.56417 -1.12249 -0.02
H -1.34245 0.28800 1.43308 -0.06
```


Name the most stable of them. B.


A | A 6-piece molecular cluster, C5H20ClN10O5 overall. Source: the OMol25 dataset; level of theory: ωB97M-V/def2-TZVPD.

Calculated values
Gap between HOMO and LUMO   6.65 eV
E_HOMO   -0.17336 Ha
Charge   -1

Structure (XYZ):
```
41
Properties=species:S:1:pos:R:3:mulliken_charge:R:1
Cl -2.10270 -0.88197 1.50109 -0.99
C -0.72747 -1.90800 7.57887 0.60
O -0.14777 -1.74380 8.68693 -0.69
N -0.80274 -2.95691 6.80255 -0.38
N -1.50487 -1.07277 7.03871 -0.34
H -0.17175 -3.74090 6.88799 0.22
H -1.09916 -2.78350 5.85272 0.21
H -1.60214 -1.20512 6.04216 0.17
H -1.67703 -0.16363 7.44359 0.21
C 1.96302 -3.91364 -3.62280 0.61
O 2.68617 -4.27425 -4.51193 -0.63
N 1.91398 -2.73847 -3.03737 -0.42
N 1.08250 -4.65859 -2.94990 -0.39
H 1.07462 -2.36329 -2.61927 0.22
H 2.58529 -2.04380 -3.33210 0.20
H 0.64464 -4.22432 -2.15004 0.20
H 0.94683 -5.61041 -3.25931 0.21
C 0.73523 4.48207 -2.83396 0.70
O 0.95589 3.70870 -3.77213 -0.68
N 0.76806 5.76435 -2.94945 -0.36
N 0.16445 4.22881 -1.70661 -0.36
H 0.55198 6.29609 -2.11839 0.13
H 0.93901 6.26881 -3.80758 0.20
H -0.22783 3.30183 -1.62343 0.22
H -0.01010 4.94335 -1.01446 0.16
C 3.69442 -0.14654 3.38417 0.60
O 4.72097 -0.18623 4.00786 -0.65
N 3.37956 -1.14721 2.61609 -0.40
N 2.74944 0.76035 3.41099 -0.41
H 4.03469 -1.91514 2.65032 0.20
H 2.63560 -1.12818 1.93325 0.19
H 2.47437 1.31395 4.20972 0.24
H 1.95412 0.46692 2.86194 0.22
C -4.54486 0.92414 -4.70621 0.56
O -5.54112 0.21988 -4.81202 -0.64
N -4.31127 1.92515 -5.47827 -0.42
N -3.53692 0.78653 -3.82996 -0.37
H -4.95696 1.69159 -6.21897 0.26
H -3.38354 2.27380 -5.67281 0.22
H -3.73065 0.37974 -2.92603 0.21
H -2.57597 1.07072 -3.95604 0.18
```


B | A 6-piece molecular cluster, C5H20ClN10O5 overall. Source: the OMol25 dataset; level of theory: ωB97M-V/def2-TZVPD.

Calculated values
Gap between HOMO and LUMO   9.57 eV
E_HOMO   -0.25646 Ha
Charge   -1

Structure (XYZ):
```
41
Properties=species:S:1:pos:R:3:mulliken_charge:R:1
Cl -0.45139 -21.03909 -11.62835 -0.85
C -2.34410 -24.69795 -12.37578 0.47
O -2.85374 -25.76528 -12.67051 -0.67
N -1.01981 -24.49109 -12.09044 -0.17
N -3.01084 -23.50915 -12.22905 -0.18
H -0.80011 -23.62963 -11.61437 0.11
H -0.38334 -25.25849 -11.98974 0.19
H -2.41457 -22.69583 -12.20618 0.16
H -4.00409 -23.39010 -12.19508 0.12
C 2.66470 -19.30089 -13.79486 0.51
O 3.38867 -18.63692 -14.52733 -0.68
N 1.66572 -18.76341 -13.03828 -0.22
N 2.76521 -20.65784 -13.66935 -0.26
H 1.57173 -17.76777 -13.00542 0.18
H 0.98062 -19.38235 -12.61765 0.06
H 1.92068 -21.12180 -13.38430 0.14
H 3.54392 -21.12534 -14.08817 0.18
C 2.67667 -23.61579 -10.50156 0.48
O 3.71979 -24.21403 -10.31090 -0.66
N 1.96497 -22.98194 -9.52417 -0.27
N 2.02696 -23.57821 -11.72439 -0.16
H 2.28809 -23.14498 -8.58913 0.19
H 1.18011 -22.39486 -9.75564 0.19
H 2.41768 -24.24230 -12.37093 0.22
H 1.71816 -22.67772 -12.05256 0.02
C -2.19726 -17.31800 -11.94744 0.61
O -2.46446 -16.13146 -11.88267 -0.69
N -1.52482 -17.93524 -12.97270 -0.19
N -2.64031 -18.27750 -11.08125 -0.16
H -1.61342 -18.93091 -13.06510 -0.03
H -1.02756 -17.50498 -13.72903 0.22
H -2.32704 -19.21962 -11.25227 -0.03
H -3.38334 -18.13603 -10.42595 0.22
C -4.86401 -20.38590 -12.88494 0.68
O -4.87443 -20.36426 -11.66504 -0.61
N -3.72453 -20.73067 -13.57626 -0.28
N -6.01809 -20.32377 -13.64537 -0.45
H -3.73978 -21.30748 -14.39760 0.25
H -2.90558 -20.79638 -12.98985 -0.09
H -6.71183 -19.68725 -13.29785 0.26
H -5.87713 -20.46661 -14.62908 0.19
```


Name the most stable of them. B.


A | A 6-piece molecular cluster, C5H20ClN10O5 overall. Source: the OMol25 dataset; level of theory: ωB97M-V/def2-TZVPD.

Calculated values
Gap between HOMO and LUMO   8.36 eV
E_HOMO   -0.20545 Ha
Charge   -1

Structure (XYZ):
```
41
Properties=species:S:1:pos:R:3:mulliken_charge:R:1
Cl 0.25467 0.76502 -0.15242 -0.86
C -4.24893 0.18918 -0.32440 0.63
O -4.18646 1.36568 -0.04145 -0.67
N -3.22154 -0.46210 -0.66742 -0.26
N -5.25814 -0.62715 -0.02300 -0.38
H -2.38741 0.09718 -0.55999 0.08
H -3.09758 -1.35216 -1.12842 0.21
H -4.93543 -1.58381 -0.05059 0.17
H -6.21547 -0.35469 0.14840 0.20
C 3.56461 2.31600 -1.70905 0.66
O 2.85749 3.15341 -1.15353 -0.65
N 4.77558 2.57505 -2.13602 -0.41
N 3.17281 1.08493 -1.77806 -0.23
H 4.89214 3.50249 -2.51860 0.22
H 5.45316 1.82744 -2.18155 0.17
H 2.23578 0.91984 -1.43919 0.03
H 3.72940 0.32006 -2.13200 0.16
C -0.75217 0.12242 4.24213 0.66
O -0.22500 -0.97946 4.46813 -0.64
N -1.16946 0.47638 3.07170 -0.21
N -1.03072 1.02976 5.15903 -0.42
H -0.83405 -0.01640 2.25636 0.11
H -1.76808 1.28812 3.01857 0.11
H -0.65212 0.95588 6.09246 0.22
H -1.47383 1.88168 4.84601 0.15
C -0.90824 -0.76156 -4.22795 0.67
O -0.71772 -1.97334 -4.31988 -0.71
N -1.50480 -0.03015 -5.14762 -0.39
N -0.65291 -0.01666 -3.21873 -0.25
H -1.76749 0.93584 -5.01359 0.16
H -1.78509 -0.49314 -6.00037 0.21
H -1.20635 0.82817 -3.21110 0.15
H -0.18733 -0.41443 -2.41555 0.12
C 2.41729 -2.25841 2.78515 0.61
O 2.56014 -2.41604 4.01151 -0.68
N 2.62427 -3.03597 1.76777 -0.39
N 2.08600 -1.05253 2.36851 -0.24
H 2.94506 -2.69736 0.87192 0.21
H 2.57690 -4.01640 2.00570 0.22
H 1.74026 -0.81007 1.45102 0.12
H 2.30059 -0.28285 2.98628 0.15
```


B | A 6-piece molecular cluster, C5H20ClN10O5 overall. Source: the OMol25 dataset; level of theory: ωB97M-V/def2-TZVPD.

Calculated values
Gap between HOMO and LUMO   8.46 eV
E_HOMO   -0.21136 Ha
Charge   -1

Structure (XYZ):
```
41
Properties=species:S:1:pos:R:3:mulliken_charge:R:1
Cl 13.72348 -25.25851 5.72244 -0.77
C 10.43583 -26.86541 4.22354 0.52
O 9.44488 -27.56441 4.01593 -0.73
N 11.70577 -27.31110 4.06599 -0.13
N 10.35404 -25.60569 4.74483 -0.28
H 12.50968 -26.75124 4.32635 -0.05
H 11.81462 -28.26556 3.77889 0.16
H 9.46263 -25.16956 4.87972 0.18
H 11.16344 -25.01172 4.84735 0.18
C 13.04951 -21.55170 4.92751 0.52
O 13.55163 -21.87079 5.97991 -0.55
N 12.69607 -22.45389 3.93611 -0.45
N 12.77466 -20.24229 4.60272 -0.40
H 13.02526 -23.40267 4.11763 0.18
H 12.93659 -22.21620 2.98374 0.26
H 12.93122 -19.54953 5.30642 0.23
H 12.48789 -20.05803 3.66078 0.17
C 15.24060 -27.08682 2.12659 0.65
O 15.88046 -27.62356 3.01894 -0.63
N 14.52042 -25.94388 2.28997 -0.27
N 15.27799 -27.58077 0.84482 -0.43
H 14.45468 -25.52356 3.20580 0.16
H 14.03193 -25.54408 1.51186 0.14
H 15.03170 -27.01222 0.05773 0.16
H 15.85010 -28.39599 0.73488 0.24
C 14.73365 -25.80714 9.77610 0.46
O 15.34550 -24.87766 9.28987 -0.60
N 14.17778 -26.80182 9.01359 -0.25
N 14.41520 -25.86603 11.11499 -0.38
H 14.35839 -26.76153 8.02104 0.17
H 14.05096 -27.68460 9.47795 0.18
H 14.72017 -25.16183 11.75381 0.22
H 13.97019 -26.72110 11.39365 0.16
C 13.09640 -29.30425 6.82013 0.46
O 13.19683 -30.50906 7.04520 -0.72
N 11.99578 -28.57953 7.20929 -0.24
N 13.99666 -28.60416 6.08752 -0.07
H 12.03070 -27.57224 7.21600 0.24
H 11.33309 -29.05454 7.79211 0.19
H 13.86945 -27.64587 5.79325 -0.01
H 14.80522 -29.12679 5.80332 0.14
```


Name the most stable of them. B.